[1]
The following is a DFT calculation (the ωB97M-V functional and the def2-TZVPD basis) of the molecule C20H29N3O3.

XYZ file:
```
55
Properties=species:S:1:pos:R:3:forces:R:3
O -1.348 -1.065 4.319 0.05 -0.13 -0.21
O -4.071 -2.800 3.251 -0.29 0.03 0.12
O 1.598 -2.312 -2.237 0.22 -0.18 -0.11
N 0.487 -0.326 -1.980 -0.28 0.30 0.06
N -2.161 -2.737 2.073 0.03 -0.10 -0.44
N -1.270 -1.439 -0.332 -0.10 0.01 -0.19
C -2.865 -2.622 3.215 0.17 0.01 0.35
C 4.358 4.695 -2.953 0.11 -0.18 -0.18
C 0.981 1.970 -2.425 -0.01 -0.10 0.02
C 3.931 3.723 -4.054 -0.10 0.20 0.03
C -2.668 -1.749 -0.091 -0.18 -0.22 0.08
C 3.249 4.470 -5.202 0.22 -0.16 0.05
C -2.998 -2.088 5.680 0.07 -0.01 -0.14
C -0.597 -2.332 -1.258 0.08 -0.05 0.05
C -2.862 -2.965 0.823 -0.32 0.17 -0.18
C 0.639 -1.667 -1.876 -0.37 -0.05 0.20
C -1.923 -0.054 5.135 -0.12 0.38 0.35
C -0.567 -1.289 0.934 0.13 -0.12 0.29
C -3.273 -0.589 5.604 0.19 0.00 -0.13
C -0.751 -2.486 1.881 0.34 0.23 -0.06
C 1.364 0.633 -2.493 0.33 0.08 -0.19
C 3.399 1.311 -3.563 -0.11 0.22 0.04
C 3.028 2.647 -3.503 0.21 -0.11 -0.09
C -2.062 -2.289 4.488 -0.22 -0.33 0.17
C 2.586 0.308 -3.068 -0.04 -0.23 0.04
C 1.803 2.960 -2.924 0.03 -0.06 -0.01
H 1.481 3.988 -2.860 -0.04 0.13 0.01
H 5.061 5.426 -3.347 0.06 0.13 0.00
H 4.347 1.042 -4.008 0.10 -0.01 -0.05
H -0.376 0.025 -1.576 0.11 -0.20 0.02
H -1.256 0.131 5.988 -0.08 0.02 -0.09
H -2.491 -2.346 6.609 0.04 -0.01 0.00
H 2.948 3.772 -5.981 -0.06 -0.01 -0.10
H -2.000 0.862 4.543 0.02 -0.06 0.07
H -4.040 -0.396 4.854 -0.04 0.02 0.02
H -2.462 -3.867 0.347 -0.03 0.00 0.01
H 3.499 5.228 -2.552 -0.10 0.08 0.07
H -0.295 -3.384 1.446 0.01 0.05 0.07
H -1.338 -3.096 4.663 -0.08 0.12 -0.02
H -3.918 -3.115 1.052 0.14 -0.04 -0.08
H -0.959 -0.396 1.431 0.08 -0.02 0.05
H 4.832 3.240 -4.450 -0.08 -0.02 0.04
H -3.582 -0.159 6.554 -0.04 0.04 0.02
H -1.279 -2.558 -2.084 0.02 -0.04 0.05
H -3.899 -2.686 5.570 0.06 -0.01 0.05
H -0.275 -3.288 -0.824 0.04 0.09 -0.10
H 3.930 5.199 -5.635 0.03 0.12 -0.07
H -3.169 -1.913 -1.047 -0.01 0.03 0.01
H 0.495 -1.139 0.734 0.02 0.06 0.03
H 0.031 2.230 -1.977 -0.10 0.03 0.04
H 4.838 4.157 -2.138 0.04 0.01 0.11
H 2.363 4.994 -4.851 -0.12 0.08 0.03
H -3.117 -0.874 0.391 -0.08 -0.07 -0.02
H -0.266 -2.263 2.827 0.04 -0.08 -0.08
H 2.892 -0.724 -3.124 0.00 -0.04 0.00
```
Forces are in eV/Å.

total charge = 0
Kohn-Sham gap = 8.890 eV
E_HOMO = -0.302 hartree
LUMO = 0.67 eV
SMILES string = CC(C)c1ccc(NC(=O)CN2CCN(C(=O)[C@@H]3CCCO3)CC2)cc1
relative energy (zero: lowest compared OMol25 entry of this formula, charge and spin) = 1.950 eV

=====

[2]
The following is a DFT calculation (the ωB97M-V functional and the def2-TZVPD basis) of C52H56BaF9NO8P4 as an isolated structure at a distorted geometry.

XYZ file:
```
131
Properties=species:S:1:pos:R:3:forces:R:3
Ba 12.459 14.431 16.827 -1.29 0.36 0.19
P 11.015 15.281 20.025 -0.12 0.36 -0.47
P 9.623 13.125 18.600 0.36 -0.50 1.18
P 12.740 17.178 14.960 0.08 -0.32 -0.50
P 13.342 10.820 14.881 0.76 0.83 -0.18
F 17.372 20.168 18.204 0.23 0.45 0.92
F 12.735 16.737 8.287 0.22 -0.31 -0.79
F 13.103 14.672 8.923 0.10 0.10 -0.47
F 17.163 21.789 16.759 0.06 0.49 0.23
F 18.623 20.196 16.432 -0.60 0.48 0.41
F 7.736 21.296 16.996 -0.06 -0.20 0.05
F 8.176 21.903 14.958 0.02 -0.09 0.41
F 6.856 20.242 15.284 0.15 0.03 0.65
F 14.785 16.039 8.683 -0.19 -0.14 -0.56
O 10.027 16.026 16.660 -0.02 -0.83 0.77
O 21.903 8.043 19.694 0.06 0.27 0.21
O 14.680 13.104 17.047 -0.10 -0.07 -0.05
O 10.759 12.977 14.955 -0.14 -0.59 -0.30
O 14.233 15.355 18.762 -0.48 0.16 1.35
O 13.735 9.894 16.120 0.18 -0.54 0.57
O 13.564 9.806 13.661 0.25 0.02 -0.43
O 14.717 11.814 14.846 -0.32 -1.63 -0.16
N 9.887 13.992 20.064 0.17 0.78 -0.13
C 17.378 20.503 16.925 0.69 -1.68 -1.50
C 7.404 14.743 18.556 -0.75 0.35 0.39
C 11.490 19.407 16.029 -0.22 0.31 1.24
C 10.309 17.953 19.482 -0.18 -0.05 0.00
C 13.665 15.824 12.775 0.92 -0.36 0.44
C 9.165 19.931 15.662 -0.21 0.14 0.23
C 16.349 19.648 16.220 -0.21 0.05 -0.75
C 9.685 19.156 19.796 0.22 0.63 -0.42
C 12.869 15.343 23.753 -0.33 0.92 0.02
C 12.848 8.864 16.684 0.23 -0.74 -0.71
C 11.859 14.896 21.576 0.09 -0.59 0.06
C 9.019 19.357 21.005 0.21 -0.83 -1.34
C 12.607 17.497 10.887 -0.65 0.16 -0.62
C 9.642 11.396 19.274 0.06 2.13 -0.87
C 7.968 20.832 15.769 -0.10 0.73 -0.83
C 16.228 18.301 16.568 -0.35 0.57 0.64
C 14.216 18.123 15.322 -0.58 -0.06 0.16
C 11.771 10.248 12.088 0.01 -2.32 0.18
C 13.253 10.316 12.322 0.79 0.30 -0.13
C 9.907 8.874 20.397 -0.30 0.98 -0.43
C 15.116 17.562 16.196 1.61 -0.37 0.07
C 15.508 20.188 15.245 -0.73 -1.66 0.55
C 12.387 17.771 12.230 1.50 -1.39 -0.38
C 5.845 13.021 17.035 0.25 0.48 -0.10
C 12.911 13.115 22.837 -0.50 0.90 0.50
C 13.352 16.388 10.476 -0.20 -0.37 1.07
C 10.222 18.196 14.406 -1.82 -0.48 -0.99
C 10.871 9.387 19.510 -0.72 -1.36 0.81
C 14.429 19.392 14.828 0.26 1.53 -0.35
C 6.104 15.112 18.255 -0.06 -2.31 -2.15
C 8.731 10.959 20.188 -0.82 -0.24 0.72
C 10.370 20.197 16.320 0.14 -0.91 -0.62
C 12.220 13.552 21.702 1.04 -0.31 1.57
C 9.062 18.926 14.726 1.82 -0.28 -0.55
C 12.178 15.752 22.616 0.31 0.77 -0.08
C 8.831 9.709 20.748 0.84 -1.44 -0.13
C 13.127 7.474 16.040 1.82 0.58 2.05
C 21.699 7.180 19.008 -0.06 -0.27 -0.21
C 13.218 14.021 23.873 0.36 -0.22 -0.56
C 7.900 13.495 18.191 0.32 0.33 -0.01
C 13.905 15.557 11.457 -0.22 -0.20 -0.72
C 5.325 14.237 17.434 0.99 0.72 1.07
C 16.090 11.194 14.642 -1.10 1.30 -1.25
C 7.134 12.667 17.390 -0.21 -0.04 0.79
C 9.416 17.046 21.499 0.49 -0.95 1.06
C 11.395 18.375 15.095 0.69 0.36 0.32
C 10.732 10.646 18.955 1.17 -0.90 -0.67
C 8.896 18.256 21.832 -1.71 0.99 2.35
C 10.182 16.894 20.368 0.42 -1.26 -0.57
C 13.499 15.951 9.042 -0.21 0.77 1.32
C 16.633 11.671 13.282 0.59 -2.34 1.37
C 12.942 16.916 13.176 -0.97 0.81 0.29
H 16.914 17.869 17.270 0.35 -0.02 0.20
H 5.276 12.370 16.405 -0.33 -0.30 -0.13
H 11.201 10.660 12.913 -0.09 0.32 -0.01
H 7.935 11.603 20.482 -0.67 0.34 0.09
H 12.065 18.140 10.187 0.58 -0.31 -0.11
H 11.309 12.200 14.679 -0.61 0.57 0.23
H 14.079 15.504 19.731 -0.07 -0.11 -1.14
H 10.842 17.806 18.544 -0.05 0.20 0.14
H 9.722 19.964 19.064 0.03 -0.13 0.28
H 11.516 9.127 12.056 0.06 1.70 -0.19
H 14.186 15.226 13.512 -0.19 -0.29 0.19
H 11.829 9.170 16.482 -0.40 0.07 -0.01
H 14.687 12.409 16.353 0.26 0.27 -0.80
H 12.413 19.560 16.630 -0.75 -0.09 -0.67
H 10.440 20.964 17.062 -0.02 0.45 0.18
H 13.813 13.780 24.732 0.00 -0.68 0.27
H 8.344 18.308 22.821 0.65 0.20 -1.38
H 17.686 11.292 13.273 -0.75 0.40 -0.40
H 8.190 18.783 14.123 -0.44 -0.03 0.01
H 7.947 15.447 19.166 0.47 -0.07 0.16
H 11.541 10.729 11.154 -0.38 0.09 -0.36
H 12.002 12.790 20.988 -0.35 -0.17 -0.67
H 16.638 12.715 13.308 0.07 1.68 -0.39
H 14.444 14.638 11.227 0.02 0.39 -0.32
H 16.070 11.252 12.441 0.18 0.20 0.21
H 10.128 17.508 13.539 0.27 0.23 0.93
H 13.112 12.068 22.978 0.26 -0.23 -0.12
H 13.083 7.551 14.992 -0.28 -0.01 -1.31
H 9.288 15.789 17.246 0.20 -0.14 -0.04
H 15.967 10.138 14.666 0.03 -0.84 0.24
H 15.603 21.171 14.848 0.19 0.67 0.01
H 14.922 12.596 17.807 0.35 -0.21 1.19
H 9.831 12.808 14.672 0.99 0.19 0.30
H 7.478 11.677 17.209 0.34 -0.68 -0.50
H 11.640 8.688 19.246 0.50 0.15 -0.20
H 13.795 9.677 11.585 -0.31 0.41 0.77
H 15.093 16.524 16.555 -0.44 0.50 -0.23
H 16.692 11.565 15.458 0.14 -0.05 0.21
H 5.766 16.069 18.493 -0.69 1.28 0.57
H 13.673 11.343 12.230 -0.33 -0.54 0.07
H 9.925 7.845 20.774 0.29 0.50 -0.17
H 15.170 15.177 18.709 0.52 -0.08 -0.14
H 11.890 18.644 12.533 -0.78 0.96 0.15
H 12.493 6.680 16.422 -0.41 0.19 0.01
H 4.333 14.488 17.138 -0.54 0.32 -0.07
H 14.176 7.146 16.304 -1.00 0.47 -0.29
H 13.696 19.881 14.174 0.27 -0.46 0.07
H 8.101 9.269 21.405 -0.34 0.39 0.23
H 12.991 8.871 17.770 0.26 0.05 -0.43
H 9.326 16.244 22.241 -0.03 0.12 -0.45
H 11.958 16.800 22.531 -0.28 0.30 -0.08
H 13.102 16.110 24.527 -0.12 -0.88 -0.64
H 9.650 16.712 16.121 -0.08 0.74 -0.68
H 11.465 11.003 18.221 -0.22 -0.10 0.26
H 9.487 13.800 20.992 -0.15 -0.26 -0.79
H 8.522 20.292 21.146 -0.10 0.37 0.51
```
Forces are in eV/Å.

total charge = +2
Kohn-Sham gap = 8.541 eV
E_HOMO = -0.476 hartree
LUMO = -4.41 eV
relative energy (zero: lowest compared OMol25 entry of this formula, charge and spin) = 1.335 eV

=====

[3]
The following is a DFT calculation (the ωB97M-V functional and the def2-TZVPD basis) of C9H13Co as an isolated structure at a distorted geometry.

XYZ file:
```
23
Properties=species:S:1:pos:R:3:forces:R:3
Co 1.620 0.797 0.783 -1.86 -0.89 -0.90
C 0.474 -2.591 1.187 -0.27 -0.44 -0.04
C -1.909 1.815 1.251 -0.37 0.07 -0.18
C -0.690 -0.376 1.159 0.30 0.21 0.95
C 0.251 0.159 -1.391 0.81 0.45 -1.16
C 0.567 -1.033 -0.757 0.97 -0.14 -0.20
C -0.542 1.080 -0.722 0.37 0.91 -0.09
C 0.099 -1.317 0.515 0.65 -0.99 0.85
C -1.031 0.825 0.552 -0.58 1.12 0.87
C 0.796 0.459 -2.748 -0.28 -0.12 -0.37
H -2.667 1.304 1.845 0.09 -0.03 0.07
H 2.930 1.448 1.415 -0.34 -0.19 -0.15
H -0.785 2.011 -1.205 -0.11 0.24 -0.14
H 1.186 -1.751 -1.266 0.14 -0.23 -0.16
H 0.125 1.112 -3.310 0.09 0.06 0.11
H -2.430 2.446 0.528 0.12 0.00 0.04
H 1.384 -2.467 1.775 0.08 -0.05 0.10
H 0.928 -0.455 -3.331 0.09 0.05 0.11
H -0.316 -2.933 1.856 0.05 0.09 0.08
H -1.049 -0.582 2.152 -0.17 -0.10 0.31
H 0.651 -3.383 0.460 0.10 0.06 -0.01
H 1.767 0.953 -2.674 0.04 0.03 -0.07
H -1.358 2.480 1.925 0.06 -0.11 -0.03
```
Forces are in eV/Å.

total charge = +2
Kohn-Sham gap (spin up / spin down) = 10.859 / 6.790 eV
E_HOMO (spin up / spin down) = -0.699 / -0.709 hartree
LUMO (spin up / spin down) = -8.17 / -12.49 eV
2S+1 = 5

=====

[4]
The following is a DFT calculation (the ωB97M-V functional and the def2-TZVPD basis) of a 2-piece molecular cluster, C3H5ClS2 overall at a distorted geometry.

XYZ file:
```
11
Properties=species:S:1:pos:R:3:forces:R:3
Cl 3.889 -1.283 1.047 -0.32 0.20 -0.38
S 2.746 -0.434 -0.384 -1.14 0.88 1.71
S 0.691 0.967 1.503 1.66 -1.36 -1.03
C -0.784 0.416 0.684 0.99 0.66 0.64
C -0.909 0.686 -0.740 2.74 0.17 -1.67
C -0.843 -0.754 -0.230 -1.21 -0.15 -0.56
H 0.056 -1.337 -0.367 0.41 0.56 -0.07
H -1.554 0.883 1.266 -0.89 -0.56 0.48
H 0.060 0.934 -1.224 -0.75 0.19 0.32
H -1.668 -1.410 -0.447 -0.71 0.14 0.75
H -1.685 1.332 -1.109 -0.78 -0.73 -0.18
```
Forces are in eV/Å.

total charge = 0
Kohn-Sham gap (spin up / spin down) = 5.966 / 5.834 eV
E_HOMO (spin up / spin down) = -0.333 / -0.329 hartree
LUMO (spin up / spin down) = -3.11 / -3.13 eV
relative energy (zero: lowest compared OMol25 entry of this formula, charge and spin) = 3.875 eV

=====

| no. | electronic energy (eV) |
| --- | --- |
| 1 | -31824.4299 |
| 2 | -135002.4846 |
| 3 | -47148.5884 |
| 4 | -37380.7764 |